No. 1
Molecular formula: C22H30CaF3N2O15S
Method: DFT, ωB97M-V/def2-TZVPD

For the HOMO-LUMO gap, the calculation gives 0.96 eV.

```
! wB97M-V def2-TZVPD RIJCOSX def2/J DEFGRID3
* xyz -1 1
C -1.636 1.331 3.275
C -0.762 1.431 1.914
C -0.453 2.757 1.174
C 0.442 2.671 -0.171
C 1.025 1.310 -0.703
C 0.724 -0.001 0.061
C 1.263 -1.454 -0.303
N 1.353 -1.746 -1.777
C 0.809 -3.121 -1.950
O 1.527 -4.144 -1.193
C 0.650 -5.073 -0.600
F 1.441 -6.234 -0.301
F -0.387 -5.529 -1.450
F 0.153 -4.640 0.673
C 2.728 -1.632 -2.286
O 3.138 -2.539 -3.079
O 3.581 -0.543 -1.983
C 4.894 -0.982 -1.555
C 4.894 -1.443 -0.002
C 6.322 -1.346 0.697
N 6.379 -1.785 2.134
O 7.366 -0.893 0.134
C -0.171 0.113 1.349
H -1.001 1.710 4.157
H -1.839 0.217 3.505
H -2.612 1.931 3.195
H -0.851 3.742 1.584
H 0.633 3.685 -0.704
H 1.663 1.296 -1.644
H 0.558 -2.203 0.225
H 2.292 -1.597 0.194
H -0.301 -3.061 -1.626
H 0.771 -3.459 -3.054
H 5.575 -0.047 -1.589
H 5.399 -1.749 -2.236
H 4.222 -0.667 0.532
H 4.423 -2.471 0.128
H 5.602 -1.239 2.569
H 5.983 -2.751 2.093
H -0.411 -0.855 1.928
Ca -1.239 4.084 -1.518
O 3.080 -2.326 1.794
H 3.225 -3.247 1.587
C 9.539 -2.653 3.053
C 10.801 -2.708 3.949
O 10.422 -2.404 5.182
H 9.088 -1.658 3.044
H 9.808 -2.900 2.019
H 8.779 -3.372 3.373
H 11.538 -2.051 3.452
H 11.240 -3.707 3.770
O -4.846 4.256 -3.410
H -4.913 3.237 -3.356
H -5.699 4.687 -3.170
H -4.534 4.547 -4.295
C -9.644 3.207 0.560
C -9.080 4.190 -0.144
C -7.632 4.161 -0.496
O -7.150 5.071 -1.161
C -6.832 3.031 -0.021
C -7.393 2.048 0.687
C -8.847 2.062 1.016
O -9.331 1.140 1.648
O -6.661 0.995 1.135
O -9.807 5.260 -0.573
H -10.694 3.214 0.820
H -5.780 3.033 -0.269
H -7.293 0.424 1.615
H -9.176 5.826 -1.058
O -6.740 0.617 -4.399
S -5.272 0.706 -4.514
O -4.723 1.357 -3.295
O -4.915 1.523 -5.695
O -4.700 -0.643 -4.647
*
```



No. 2
Molecular formula: C22H30CdN9S4
Method: DFT, ωB97M-V/def2-TZVPD

For the HOMO-LUMO gap, the calculation gives 8.58 eV. Its relative energy (zero: lowest compared OMol25 entry of this formula, charge and spin) is 0.3991 eV.

```
! wB97M-V def2-TZVPD RIJCOSX def2/J DEFGRID3
* xyz 1 1
Cd 0.299 -0.019 -0.180
C 2.206 -0.059 2.972
C 0.831 0.349 2.512
C -0.329 -0.375 2.833
C -0.280 -1.742 3.464
C -1.592 0.206 2.619
C -2.825 -0.592 2.953
C -1.699 1.506 2.121
C -3.024 2.223 2.119
C -0.556 2.166 1.638
C -0.705 3.515 0.980
C 0.715 1.597 1.843
C 1.984 2.364 1.547
H 2.949 0.042 2.182
H 2.255 -1.076 3.341
H 2.521 0.605 3.781
H -0.690 -2.498 2.788
H -0.888 -1.775 4.369
H 0.723 -2.052 3.732
H -3.060 -0.545 4.019
H -2.689 -1.641 2.699
H -3.694 -0.239 2.404
H -3.511 2.186 1.143
H -2.891 3.272 2.379
H -3.708 1.799 2.848
H 0.031 3.673 0.196
H -0.590 4.324 1.706
H -1.687 3.627 0.526
H 2.688 1.784 0.949
H 2.497 2.610 2.480
H 1.798 3.296 1.025
N 0.538 2.861 -2.524
C 1.672 2.147 -2.383
N 1.801 1.118 -1.575
C 3.098 0.627 -1.610
C 3.943 1.285 -2.433
S 3.117 2.573 -3.225
C 3.423 -0.546 -0.794
C 4.632 -1.141 -0.684
S 4.511 -2.545 0.308
C 2.825 -2.241 0.510
N 2.399 -1.154 -0.089
N 2.046 -3.036 1.280
H -0.336 2.407 -2.268
H 0.491 3.557 -3.248
H 4.982 1.089 -2.625
H 5.568 -0.850 -1.125
H 2.393 -3.956 1.499
H 1.054 -3.030 1.077
C -2.507 -2.620 -4.981
C -2.831 -1.549 -4.014
N -4.008 -1.055 -3.794
N -3.814 -0.130 -2.821
C -2.540 -0.020 -2.436
S -1.955 1.061 -1.261
N -1.900 -0.935 -3.204
N -0.519 -1.143 -3.186
H -3.423 -2.918 -5.484
H -2.087 -3.488 -4.471
H -1.797 -2.277 -5.735
H -4.589 0.393 -2.450
H -0.261 -1.541 -4.082
H -0.345 -1.841 -2.457
S -1.020 -4.593 0.576
C -0.879 -3.081 0.041
N -0.762 -1.963 -0.322
*
```



No. 3
Molecular formula: C22H30Cl2N2O5S
Method: DFT, ωB97M-V/def2-TZVPD

For the HOMO-LUMO gap, the calculation gives 9.34 eV. As for the SMILES: CCN(C(=O)COC(=O)C1CCN(S(=O)(=O)c2c(Cl)cccc2Cl)CC1)C1CCCCC1.

```
! wB97M-V def2-TZVPD RIJCOSX def2/J DEFGRID3
* xyz 0 1
C -5.901 -2.093 -0.142
C -4.379 -2.206 -0.134
N -3.726 -0.942 -0.453
C -3.655 -0.635 -1.763
O -4.184 -1.318 -2.621
C -2.895 0.629 -2.184
O -1.514 0.547 -1.834
C -0.934 1.618 -1.288
O -1.509 2.647 -1.043
C 0.530 1.339 -1.012
C 1.172 2.466 -0.192
C 2.682 2.521 -0.451
N 3.218 1.209 -0.758
S 3.295 0.151 0.533
O 3.556 0.885 1.730
O 2.185 -0.756 0.551
C 4.807 -0.741 0.071
C 5.977 0.006 -0.022
Cl 5.935 1.688 0.269
C 7.188 -0.588 -0.352
C 7.230 -1.949 -0.596
C 6.079 -2.711 -0.516
C 4.871 -2.107 -0.181
Cl 3.473 -3.094 -0.096
C 2.703 0.624 -1.982
C 1.299 1.139 -2.323
C -3.114 -0.174 0.619
C -1.822 -0.830 1.121
C -1.148 0.084 2.139
C -2.084 0.344 3.315
C -3.388 0.968 2.823
C -4.067 0.064 1.794
H -6.234 -1.776 -1.125
H -6.339 -3.063 0.078
H -6.248 -1.377 0.598
H -4.081 -2.931 -0.896
H -4.022 -2.548 0.836
H -2.965 0.686 -3.275
H -3.336 1.533 -1.751
H 0.583 0.397 -0.458
H 0.708 3.419 -0.457
H 0.995 2.285 0.869
H 3.207 2.880 0.434
H 2.925 3.175 -1.292
H 8.076 0.019 -0.413
H 8.167 -2.419 -0.852
H 6.098 -3.771 -0.706
H 2.678 -0.457 -1.834
H 3.404 0.846 -2.796
H 1.360 2.089 -2.858
H 0.788 0.416 -2.957
H -2.863 0.812 0.225
H -2.049 -1.789 1.592
H -1.155 -1.023 0.280
H -0.214 -0.367 2.479
H -0.903 1.037 1.663
H -1.604 1.011 4.033
H -2.300 -0.598 3.826
H -4.064 1.134 3.664
H -3.174 1.937 2.368
H -4.333 -0.880 2.271
H -4.982 0.537 1.433
*
```



No. 4
Molecular formula: C22H30ClPW
Method: DFT, ωB97M-V/def2-TZVPD

For the HOMO-LUMO gap (spin up / spin down), the calculation gives 7.60 / 6.63 eV. Its expectation value of S² is 2.02.

```
! wB97M-V def2-TZVPD RIJCOSX def2/J DEFGRID3
* xyz 2 3
C 2.604 -3.914 -2.304
C 1.540 -5.012 -2.411
C 3.204 -3.615 -3.685
C 3.684 -4.264 -1.273
Cl 1.796 -2.383 -1.657
H 3.742 -4.496 -4.061
H 3.905 -2.773 -3.636
H 2.413 -3.365 -4.405
H 2.004 -5.957 -2.721
H 0.778 -4.744 -3.154
H 1.042 -5.168 -1.447
H 4.221 -5.175 -1.556
H 3.222 -4.415 -0.290
H 4.403 -3.440 -1.188
C -1.851 0.972 -2.004
C -0.635 1.050 -2.752
C -0.043 -0.256 -2.775
H -0.299 1.906 -3.333
C -0.908 -1.147 -2.035
C -2.016 -0.388 -1.551
H -2.875 -0.800 -1.039
H -2.601 1.749 -1.936
H 0.787 -0.560 -3.401
H -0.825 -2.225 -1.975
C 1.301 1.118 1.332
C 0.991 2.222 0.469
C 1.542 1.936 -0.832
H 0.563 3.176 0.767
C 2.125 0.620 -0.783
C 1.978 0.128 0.576
H 2.419 -0.792 0.948
H 1.109 1.081 2.397
H 1.658 2.648 -1.645
H 2.730 0.169 -1.564
W -0.206 0.431 -0.710
C -3.495 0.520 1.408
P -2.018 1.550 1.113
C -2.779 3.045 0.365
C -1.670 2.143 2.828
C -1.168 3.442 3.028
C -0.867 3.885 4.317
C -1.131 3.072 5.424
C -1.679 1.800 5.234
C -1.915 1.322 3.943
H -4.170 0.613 0.549
H -4.003 0.871 2.317
H -3.193 -0.528 1.532
H -3.542 2.738 -0.361
H -3.249 3.663 1.142
H -2.014 3.635 -0.161
H -1.031 4.118 2.179
H -0.437 4.877 4.450
H -0.900 3.425 6.427
H -1.927 1.177 6.090
H -2.315 0.316 3.806
*
```